ORCA calculation (the ωB97M-V functional and the def2-TZVPD basis) on a cluster of 17 separate species, C68H136O51 in total at a distorted geometry.

Properties
energy above the lowest of the compared OMol25 structures with the same formula, charge and spin	176.3	kcal per mole
energy	-6509.65780	Eh
gap between HOMO and LUMO	0.3845	Ha
largest force on an atom	5.4	eV Å⁻¹
LUMO level	0.0032	Eh
total charge	0

Positions of all 255 atoms, in Å:
O  5.7883  0.8187  3.6676
O  6.0003  -5.3930  -3.8731
O  -2.3127  -9.3084  0.0572
O  2.9328  -6.0165  3.8771
O  -0.6976  -7.4259  -9.7675
O  5.6671  -0.8649  5.0306
O  -5.8880  -4.0531  -7.4782
O  0.6209  -5.6076  -10.3991
O  2.2377  0.8758  9.4589
O  10.7705  5.4833  -0.2702
O  5.7503  -6.8186  -2.0400
O  -6.9245  -5.3162  -5.8736
O  0.4266  -0.0656  -1.6447
O  -7.5818  4.1358  -6.8634
O  4.8317  10.2289  -1.2504
O  12.4345  1.2742  -5.9756
O  -3.8444  2.6795  10.3686
O  4.9929  -7.4824  -4.0445
O  5.9008  10.1002  0.7853
O  -0.8105  -6.5211  -11.8870
O  -2.2310  -8.1349  -1.7469
O  1.7352  0.0682  11.5694
O  -8.0290  2.2085  -7.8948
O  3.3606  1.6274  11.1177
O  4.3196  -7.4954  4.4610
O  -4.3758  7.5066  2.5252
O  11.8811  2.1049  -3.9012
O  -13.2530  -1.0301  3.3459
O  7.6936  -0.2919  4.0777
O  -0.1149  2.1355  -1.1776
O  9.3747  5.6562  -1.8705
O  -1.8974  3.5445  -6.8161
O  -4.2911  2.6079  12.4559
O  -8.0032  4.1776  -9.0032
O  -12.3693  0.8924  2.9027
O  -5.8320  3.5418  11.1057
O  -7.5028  -2.7806  5.5086
O  -8.6663  -4.1850  4.1315
O  1.7809  1.6427  -2.0143
O  -6.8062  -3.0619  3.3067
O  11.0979  7.1339  -1.7431
O  12.7632  3.5008  -5.2974
O  -6.2161  -3.1609  -5.5802
O  -0.0888  4.5490  -5.8240
O  -2.3116  5.1336  -5.4918
O  -0.5153  -9.6367  -1.3454
O  4.6731  8.5124  0.1993
O  -12.1060  -0.7631  1.3574
O  2.1104  -8.0900  4.5116
O  -6.3277  8.5098  2.0271
O  -5.6903  6.6210  0.9410
C  6.6025  11.3276  0.8003
C  -1.9216  -10.2493  1.0778
C  -8.1098  1.4640  -9.0893
C  -12.5221  -0.3328  2.4826
C  1.8441  -4.2114  -8.9164
C  -1.9746  1.5642  -8.1962
C  -10.0898  1.4972  2.7371
C  -9.6710  -2.3349  6.4433
C  11.9587  5.7154  0.4209
C  -1.5130  1.8741  -1.0607
C  6.4806  -0.1561  4.1844
C  -7.4012  3.4938  -5.5738
C  8.9118  6.1158  -3.1196
C  -7.6638  8.4010  1.5485
C  1.6036  -5.4621  3.6052
C  -1.6714  1.6060  0.4490
C  -1.5924  -9.0888  -1.0402
C  -6.1057  -4.9651  -8.5880
C  -11.5508  1.7948  2.2399
C  3.0291  -7.2638  4.3313
C  -4.7824  2.9421  11.2443
C  -13.4928  -2.4185  3.0200
C  4.7491  -8.7858  4.8542
C  6.1291  -1.6694  6.0679
C  2.8015  0.9071  -2.6819
C  6.3162  1.8226  2.8187
C  -7.6017  -3.2509  4.2428
C  4.6638  0.7715  12.9176
C  10.4399  6.1832  -1.3189
C  0.7015  1.1360  -1.5973
C  -4.0853  8.5459  3.4306
C  3.7725  7.7925  -0.5659
C  5.0764  9.6607  -0.1810
C  2.3813  0.7785  10.8233
C  13.1169  5.0356  -0.2456
C  7.8959  11.2229  1.5654
C  -2.0931  6.1733  -4.5297
C  -1.7234  -7.6578  -3.0114
C  4.8330  -8.8486  -3.6048
C  -1.6498  -7.5102  -12.4207
C  -7.4684  -4.6701  -9.2180
C  -6.4097  -4.2835  -6.2686
C  4.0630  -9.6547  -4.6808
C  1.3254  -0.0069  8.7913
C  -0.3193  -6.5710  -10.6045
C  -6.3437  -3.1788  -4.1934
C  12.4005  2.2221  -5.1343
C  -5.4847  7.4976  1.7393
C  5.6082  -6.4879  -3.3502
C  1.4483  -5.5774  -9.2375
C  -1.1429  -6.3147  -2.6412
C  11.3444  0.8917  -3.4404
C  -8.9580  -4.7157  2.8661
C  13.4250  3.9006  -6.4758
C  -4.5510  2.5280  8.2133
C  -2.6277  8.3790  3.8185
C  -8.7105  2.8996  -4.9417
C  11.7880  0.6616  -2.0226
C  -7.8664  3.5196  -7.9714
C  -4.9737  3.0238  13.6606
C  3.7010  1.8191  12.4409
C  -1.2896  4.4629  -5.9935
C  6.3152  -5.9237  -1.1251
C  -1.1210  2.4985  -7.2903
C  -3.8108  3.4228  9.1897
C  -8.4041  -3.1436  6.5556
C  6.2866  -8.6567  5.1419
C  6.9270  -1.0264  7.1535
H  -1.1074  0.7264  0.7592
H  -2.7723  3.4518  8.8597
H  -14.1875  -2.5569  2.1916
H  -7.3537  -3.8507  -9.9276
H  -8.0899  -4.8962  2.2320
H  -1.4786  0.5995  -8.3031
H  6.6220  -5.0049  -1.6249
H  5.7126  0.9064  12.6532
H  -4.8921  4.0880  13.8813
H  -2.9615  1.3653  -7.7783
H  13.0106  3.9524  -0.3044
H  12.8657  0.8103  -2.0900
H  4.6491  -9.4413  3.9891
H  -1.4036  -8.5413  -12.1669
H  -2.7133  1.3822  0.6782
H  -11.8951  2.8093  2.4406
H  -7.3665  -3.4331  -3.9153
H  11.9824  5.3304  1.4404
H  4.3414  -0.2490  12.7108
H  3.2019  7.1858  0.1373
H  -0.2409  -6.5011  -2.0583
H  -7.6780  -5.5383  -9.8429
H  -4.4170  2.5809  14.4865
H  -8.5650  0.4737  -9.0835
H  -6.0255  2.7712  13.7942
H  1.6268  -1.0221  8.5330
H  2.7892  -4.1584  -8.3760
H  12.1303  6.7701  0.6359
H  6.7697  11.5289  -0.2579
H  -2.2294  5.6932  -3.5607
H  -5.5532  2.2094  8.4998
H  -14.0169  -2.8752  3.8595
H  10.2658  1.0021  -3.5524
H  -12.6100  -3.0559  2.9702
H  -8.0568  7.4086  1.7690
H  11.5859  0.0245  -4.0549
H  3.0838  8.4330  -1.1169
H  4.1577  -9.2707  5.6308
H  -6.9926  4.2069  -4.8578
H  7.0574  2.3713  3.3999
H  6.6489  -2.5144  5.6162
H  -7.1255  1.4256  -9.5559
H  9.6330  6.0079  -3.9298
H  -2.5542  -7.4371  -3.6816
H  13.3170  3.1900  -7.2954
H  -8.6590  1.9931  -9.8681
H  -8.3859  9.0492  2.0450
H  -7.9294  -2.9820  7.5234
H  -4.7131  3.1091  7.3055
H  -10.3206  -2.5590  7.2894
H  4.7845  -10.0265  -5.4084
H  -9.5920  2.4070  3.0725
H  -4.2033  4.4326  9.3094
H  13.1425  4.8897  -6.8361
H  5.9131  12.0390  1.2548
H  -2.6977  7.0802  -4.5411
H  -9.5145  -5.6528  2.8758
H  -7.7261  8.6537  0.4901
H  -9.4370  -1.2707  6.4708
H  6.6962  -9.5776  5.5569
H  -1.9924  1.1832  -1.7541
H  6.7695  1.3463  1.9494
H  2.1303  -3.6836  -9.8261
H  5.2680  -2.0849  6.5915
H  -1.8339  -5.6497  -2.1232
H  -6.0394  -2.1604  -3.9519
H  -9.1272  2.2082  -5.6742
H  -1.7219  -7.3855  -13.5011
H  3.2756  0.1704  -2.0335
H  -2.1520  1.9827  -9.1868
H  5.6123  -5.5239  -0.3943
H  7.2227  -6.3726  -0.7214
H  -9.4625  3.6653  -4.7511
H  6.9208  -8.3893  4.2967
H  11.4441  -0.2899  -1.6168
H  -5.2828  -4.8498  -9.2934
H  -2.5100  9.1491  4.5809
H  14.0821  5.2873  0.1937
H  -6.1160  -6.0230  -8.3257
H  2.1770  -6.3759  -9.3775
H  4.2953  -8.8007  -2.6579
H  -4.3632  9.5461  3.0982
H  -0.9355  -10.0163  1.4796
H  8.0163  5.5311  -3.3302
H  -11.5390  1.8308  1.1506
H  6.5130  -0.0816  7.5059
H  1.1587  0.4112  7.7986
H  0.9969  -5.2520  4.4860
H  1.0320  -6.2130  3.0598
H  14.4733  4.0410  -6.2122
H  3.6926  1.4816  -2.9352
H  -10.0139  0.9387  3.6701
H  0.8845  -5.8705  -8.3520
H  -2.6901  -7.4329  -12.1044
H  8.5941  10.6401  0.9645
H  -6.7011  2.6619  -5.6519
H  4.7238  0.7186  14.0047
H  -9.4263  0.9959  2.0325
H  1.6990  -4.6580  2.8755
H  -10.2532  -2.5289  5.5425
H  -1.2906  2.4083  1.0811
H  8.2953  12.2315  1.6719
H  2.4005  0.4410  -3.5819
H  1.0343  -3.6399  -8.4627
H  -4.7399  8.2371  4.2456
H  -8.5180  2.2853  -4.0621
H  3.1980  -9.1488  -5.1097
H  5.5434  2.5659  2.6230
H  -9.5971  -4.0259  2.3148
H  -0.5945  2.0137  -6.4682
H  -0.2467  2.9363  -7.7721
H  -2.0279  8.4366  2.9103
H  3.8015  -10.5832  -4.1732
H  6.4658  -7.9416  5.9448
H  4.3703  7.1762  -1.2372
H  2.7896  1.8035  13.0385
H  -8.1635  -4.4666  -8.4034
H  7.7962  10.8256  2.5755
H  -2.4492  -10.0962  2.0193
H  -0.9827  -8.3501  -3.4118
H  -4.0376  1.5983  7.9681
H  -8.5491  -4.2239  6.5638
H  0.4152  -0.0207  9.3909
H  -2.5390  7.3755  4.2349
H  8.7045  7.1842  -3.0602
H  -2.0081  -11.2740  0.7165
H  11.3465  1.3712  -1.3229
H  -5.7698  -3.9561  -3.6890
H  13.1824  5.2857  -1.3045
H  -0.7037  -5.7699  -3.4770
H  5.7860  -9.3249  -3.3743
H  -2.1072  2.7421  -1.3465
H  4.2040  2.7788  12.5598
H  7.0656  -1.5651  8.0909
H  7.9461  -0.8075  6.8347
H  -1.0639  6.5046  -4.6682